ORCA calculation (ωB97M-V/def2-TZVPD) on 6 unconnected molecules or ions with the total composition C29H31BrFN5O3S at a distorted geometry.

Values from the calculation:
- frontier orbital gap (eV) = 9.1
- SMILES = O=S1(=O)C[C@H](Br)[C@@H](F)CO1.c1ccncc1.c1ccncc1.c1ccncc1.c1ccncc1.c1ccncc1

```
! wB97M-V def2-TZVPD RIJCOSX def2/J DEFGRID3
* xyz 0 1
O 1.68817 -1.49162 -3.45235
S 1.31078 -1.43741 -1.92079
O 2.52353 -0.82074 -1.12344
C 1.04388 -3.15919 -1.20827
C -0.40020 -3.73110 -1.73654
Br 0.00343 -4.77957 -3.43899
C -1.48093 -2.56975 -2.17364
F -2.84246 -3.06030 -1.74081
C -1.26905 -1.12094 -1.43639
O -0.04002 -0.40344 -1.80841
H 1.89779 -3.84292 -1.68346
H 1.11307 -3.22047 -0.04000
H -0.83698 -4.51833 -0.95561
H -1.54979 -2.50728 -3.35870
H -1.39303 -1.28182 -0.25994
H -2.17424 -0.42533 -1.78421
N 1.39667 2.57250 1.08189
C 2.06342 3.65399 1.54144
C 3.40186 3.90176 1.28194
C 4.10296 2.98381 0.50714
C 3.44432 1.85912 0.02097
C 2.10325 1.69995 0.33099
H 1.47397 4.33903 2.14387
H 3.88597 4.78866 1.67477
H 5.15379 3.14351 0.28374
H 3.96265 1.12483 -0.58518
H 1.54410 0.84044 -0.02803
N 5.26064 6.75112 0.60453
C 4.07903 7.40608 0.59129
C 3.60393 8.11647 -0.49948
C 4.38844 8.16295 -1.64704
C 5.61126 7.49996 -1.66343
C 5.99944 6.81279 -0.52456
H 3.50499 7.34284 1.51114
H 2.64574 8.62162 -0.45518
H 4.04978 8.71098 -2.52146
H 6.24613 7.51745 -2.54201
H 6.94357 6.27645 -0.48916
N -2.46506 -8.30308 0.00773
C -3.10772 -8.46465 1.18512
C -3.87375 -7.47892 1.78652
C -3.98617 -6.24983 1.14525
C -3.33436 -6.05231 -0.06770
C -2.59424 -7.09976 -0.59209
H -2.98672 -9.43974 1.64794
H -4.37026 -7.66483 2.73212
H -4.57695 -5.45253 1.58677
H -3.40174 -5.10591 -0.59214
H -2.07008 -6.99605 -1.53803
N 2.32615 0.32426 6.57692
C 1.14455 0.97922 6.56368
C 0.66944 1.68961 5.47291
C 1.45395 1.73609 4.32535
C 2.67677 1.07310 4.30896
C 3.06495 0.38593 5.44783
H 0.57050 0.91598 7.48353
H -0.28874 2.19476 5.51721
H 1.11529 2.28412 3.45093
H 3.31165 1.09059 3.43038
H 4.00908 -0.15041 5.48322
N -4.50678 -0.29296 -3.18736
C -5.00656 -1.28195 -2.41440
C -6.26126 -1.84167 -2.59490
C -7.05583 -1.35665 -3.62830
C -6.56966 -0.33716 -4.44032
C -5.30052 0.15615 -4.18372
H -4.35016 -1.62410 -1.61958
H -6.61063 -2.63613 -1.94526
H -8.04559 -1.76973 -3.79974
H -7.16442 0.06294 -5.25362
H -4.87500 0.94950 -4.79187
*
```

***

ORCA calculation (ωB97M-V/def2-TZVPD) on C4H8N2O in the gas phase at a distorted geometry.

Values from the calculation:
- frontier orbital gap (eV) = 9.3
- SMILES = [H]/N=C/NC(=C)CO

```
! wB97M-V def2-TZVPD RIJCOSX def2/J DEFGRID3
* xyz 0 1
C 0.62749 1.27888 0.46222
C 0.86430 -0.16156 0.09418
C 2.04204 -0.67691 -0.25615
C -1.62511 -0.89638 -0.02896
H -1.04667 1.54302 -0.40389
H 0.11215 1.22053 1.44002
H 1.54390 2.00511 0.46977
H 2.08299 -1.72278 -0.64685
H 3.02156 -0.29053 -0.21630
H 0.14816 -1.93852 -0.37734
H -2.10293 -1.87350 0.17459
H -3.12239 0.33015 -0.21933
N -0.22656 -1.01455 0.08164
N -2.19574 0.30363 -0.05908
O -0.12318 1.89341 -0.51453
*
```

***

Computed energy relative to the best compared isomer or geometry (same formula, charge and spin) (kcal per mole) in order:
92.45 69.77
Computed calculated total energy (eV) in order:
-127758.542 -9303.368